(1)
The following is a quantum chemistry calculation of an isolated molecule of C13H15NO3, from the Open Molecules 2025 dataset.

frontier orbital gap	9.8	eV
SMILES	CC(C)Oc1ccc([C@@H]2CC(=O)NC2=O)cc1
E_LUMO	0.0263	hartree

XYZ file:
```
32
Properties=species:S:1:pos:R:3:forces:R:3
H -2.992722 0.169750 -1.566100 0.038 -0.017 -0.096
C -3.295782 -1.757952 0.379768 -0.031 0.386 0.160
C 0.855286 -0.330892 0.686130 -0.035 0.086 -0.135
H 2.521792 -1.345586 -1.278128 0.074 -0.003 0.031
H 0.602142 2.405124 -1.270020 0.046 0.079 -0.065
H -3.125127 -2.152863 1.378176 0.020 -0.080 0.079
H -0.744877 -1.181064 1.822617 -0.070 -0.061 0.069
C -3.646266 -0.271998 0.450192 -0.398 -0.363 -0.383
C 3.275495 -0.580802 -1.093051 -0.037 -0.059 -0.175
H -4.116958 -2.304986 -0.075160 -0.072 -0.074 -0.069
O -2.681635 0.477466 1.187747 0.409 0.212 0.145
C 1.246029 0.669272 -0.196528 -0.036 0.072 -0.108
C -3.879697 0.297929 -0.948591 0.080 -0.003 0.412
O 3.524190 2.236881 1.103523 -0.039 0.236 0.081
H -4.555068 -0.142630 1.049511 0.129 -0.045 -0.126
C 0.308015 1.606905 -0.604489 0.102 -0.120 0.025
H 1.574443 -1.056856 1.038395 0.056 -0.106 0.056
H 2.752501 1.524504 -1.444177 0.052 -0.030 0.118
H 4.878440 0.088301 1.707931 -0.057 -0.006 -0.080
C 4.185509 -0.995186 0.044719 -0.081 0.027 -0.171
N 4.281706 0.089023 0.891408 0.324 -0.022 0.436
H 3.881737 -0.488990 -1.995978 0.031 -0.035 0.043
O 4.746155 -2.042969 0.205832 0.110 -0.262 0.004
H -4.118797 1.356788 -0.888927 -0.032 0.103 -0.039
C 3.521668 1.182244 0.535236 0.079 0.049 -0.210
C -0.451478 -0.409914 1.127359 -0.197 0.048 0.065
C -1.395994 0.517323 0.697295 0.114 0.042 -0.049
H -4.710742 -0.220512 -1.418896 -0.076 -0.062 -0.076
H -2.399509 -1.910666 -0.218508 0.051 -0.063 -0.067
C -1.000501 1.534591 -0.164918 -0.222 -0.090 0.156
H -1.720279 2.275494 -0.476198 -0.105 0.053 -0.008
C 2.680334 0.762283 -0.666181 -0.230 0.106 -0.025
```
Positions in Å, forces in eV/Å.

=====

(2)
The following is a quantum chemistry calculation of a structure of composition C13H15NSrTe, from the Open Molecules 2025 dataset.

net charge	-2
frontier orbital gap (spin up / spin down)	3.8 / 4.2	eV
E_LUMO (spin up / spin down)	0.1784 / 0.1745	hartree

XYZ file:
```
31
Properties=species:S:1:pos:R:3:forces:R:3
C 3.805722 0.081703 0.389850 -0.294 -0.341 -0.520
H 4.526214 0.556300 1.038644 0.197 0.028 0.053
N 1.166356 -0.752325 3.165661 2.473 1.976 1.150
C -3.996534 -2.476169 -0.585706 0.512 0.014 0.417
H -4.494328 -3.428452 -0.758508 -0.092 -0.012 -0.043
C 2.210175 -1.361559 -0.416026 0.245 -0.270 0.140
C 3.054448 -1.084901 0.689604 0.000 0.011 -0.440
H -0.725431 3.193193 -0.389697 0.240 0.082 0.285
C -4.386046 -1.345400 -1.314699 0.185 0.000 0.132
H 1.484883 -2.185812 -0.484586 0.433 0.531 0.103
Sr 1.243649 1.283427 1.039056 1.437 -4.019 0.842
C -2.951008 -2.384248 0.360934 -1.198 0.508 -1.378
C 1.399441 3.375429 -0.512985 2.225 1.050 -1.535
C -2.313320 -1.163734 0.547914 0.759 -0.171 1.278
Te -0.519021 -1.113117 2.169572 -1.775 -0.435 -0.763
H -5.186043 -1.416749 -2.054971 0.158 0.024 0.157
H -4.027471 0.752203 -1.668490 -0.089 -0.017 -0.047
H 2.337604 3.566110 0.021263 -0.135 0.084 -0.304
H -2.641481 -3.259062 0.934253 -0.050 0.049 -0.058
H 0.095619 3.393603 1.253008 0.054 0.360 -0.633
C -3.733534 -0.126941 -1.097650 0.502 0.197 0.396
C -2.686044 -0.027385 -0.150575 -1.288 -0.655 -1.026
C 3.461909 0.492345 -0.930311 -0.144 -0.181 -0.006
H 1.447289 3.431454 -1.617627 0.017 -0.151 0.881
H 3.134070 -1.678195 1.594503 -0.264 0.286 -0.111
H 1.811700 -0.969809 3.940667 -0.580 -0.527 -0.168
H 2.053661 -0.406113 -2.442516 0.107 0.120 0.597
H 3.906503 1.321987 -1.476388 -0.173 -0.087 0.127
C 2.480502 -0.409397 -1.429125 0.167 0.355 0.039
C 0.223019 3.211411 0.159252 -3.538 1.375 0.514
H -2.182503 0.930204 0.025679 -0.091 -0.185 -0.076
```
Positions in Å, forces in eV/Å.

=====

Number 1: calculated total energy -784.892034 hartree. Number 2: calculated total energy -857.613059 hartree.